No. 1
A structure of composition C5H38NO14. Source: the OMol25 dataset; level of theory: ωB97M-V/def2-TZVPD.

Properties
- Maximum force: 3.84 eV/A
- LUMO level: 2.6 eV
- Multiplicity: 1
- Charge: -1
- HOMO energy: -5.4 eV
- Orbital gap: 7.92 eV

Element x y z (Å)
C  -0.58  2.14  -0.25
N  0.28  1.03  0.11
C  1.76  -0.24  -2.93
C  1.27  0.94  -2.13
C  1.47  0.68  -0.61
C  2.85  1.26  0.02
O  2.68  2.25  1.04
H  0.03  3.09  -0.45
H  -1.36  2.28  0.47
H  -1.09  1.86  -1.16
H  0.39  0.91  1.09
H  1.51  -0.09  -4.01
H  2.87  -0.27  -3.06
H  1.28  -1.16  -2.59
H  1.79  1.87  -2.45
H  0.26  1.18  -2.46
H  1.66  -0.39  -0.60
H  3.50  0.47  0.33
H  3.22  1.83  -0.92
H  -0.76  -1.59  -0.80
H  -1.74  -2.27  -1.67
O  -1.28  -1.43  -1.59
H  1.19  3.69  -0.99
H  2.49  3.93  -0.30
O  2.06  4.11  -1.15
H  2.09  1.85  1.75
H  2.13  0.42  2.58
O  1.38  0.92  2.93
H  -2.12  -0.15  -0.27
H  -3.05  0.49  0.84
O  -2.93  -0.30  0.24
H  -0.73  -0.42  3.84
H  0.56  0.37  2.85
O  -0.76  -0.78  2.94
H  -2.41  -0.77  -3.13
H  -3.42  -0.11  -2.27
O  -3.09  -0.10  -3.19
H  0.12  -3.22  -1.53
H  -0.93  -4.04  -0.81
O  -0.57  -3.87  -1.69
H  -1.38  0.23  2.46
H  -2.25  1.77  2.82
O  -2.05  1.11  2.15
H  3.43  -2.94  0.09
H  2.55  -1.89  0.74
O  3.21  -2.01  0.04
H  -2.88  3.22  -1.98
H  -2.97  1.97  -2.73
O  -2.44  2.79  -2.72
H  0.75  -1.56  2.79
H  1.68  -2.23  3.77
O  1.67  -1.94  2.86
H  -2.41  -2.39  0.36
H  -1.04  -2.07  1.27
O  -1.60  -2.69  0.77
H  -1.93  -1.97  3.58
H  -2.18  -2.90  2.39
O  -2.17  -2.89  3.36

Atom charges from the Löwdin analysis, given in e for atoms 1 to 5: atom 1 (C): -0.098, atom 2 (N): -0.058, atom 3 (C): -0.116, atom 4 (C): -0.224, atom 5 (C): -0.305

***

No. 2
A cluster of 15 separate species, C5H38NO14 in total. Source: the OMol25 dataset; level of theory: ωB97M-V/def2-TZVPD.

Properties
- Maximum force: 3.23 eV/A
- LUMO level: -2.9 eV
- Multiplicity: 1
- Charge: +1
- HOMO energy: -12.4 eV
- Orbital gap: 9.48 eV

Element x y z (Å)
C  2.95  -2.22  -1.62
C  1.40  -2.00  -1.28
C  1.28  -0.52  -1.27
C  0.65  0.32  -0.43
N  0.35  1.64  -0.88
C  1.22  2.36  -1.45
H  3.23  -3.07  -1.00
H  3.35  -1.20  -1.49
H  3.25  -2.29  -2.74
H  1.11  -2.34  -0.30
H  0.86  -2.60  -2.00
H  1.62  0.11  -2.15
H  0.30  0.05  0.56
H  -0.71  1.87  -0.77
H  2.24  1.92  -1.59
H  1.18  3.35  -1.93
H  1.96  2.26  2.77
H  0.59  1.51  3.17
O  1.28  2.12  3.43
H  0.76  -2.44  3.35
H  -0.70  -2.43  3.04
O  0.06  -1.81  3.13
H  3.65  -1.15  0.95
H  4.95  -0.34  1.02
O  4.13  -0.43  0.52
H  -2.38  1.87  0.54
H  -2.57  2.35  -0.93
O  -2.25  1.58  -0.43
H  -2.27  -2.73  1.62
H  -2.14  -4.20  1.84
O  -1.96  -3.38  2.32
H  0.84  -2.16  -4.73
H  -0.64  -2.36  -4.35
O  0.12  -1.78  -4.20
H  -4.12  -0.31  2.64
H  -3.35  -1.69  3.01
O  -3.33  -0.85  2.52
H  -0.36  0.33  -4.17
H  0.44  1.48  -3.68
O  -0.47  1.16  -3.67
H  3.74  3.29  0.07
H  3.46  1.70  0.24
O  3.15  2.60  0.39
H  0.81  4.07  0.14
H  -0.55  4.69  0.01
O  -0.12  3.83  0.06
H  -3.12  -0.04  -0.96
H  -2.82  -0.79  -2.27
O  -3.30  -0.86  -1.44
H  -2.95  -2.32  -0.21
H  -2.39  -3.58  -0.95
O  -2.41  -3.12  -0.11
H  -1.96  0.01  2.56
H  -0.74  0.00  3.52
O  -1.14  0.53  2.82
H  -2.73  3.05  2.47
H  -1.50  2.11  2.38
O  -1.98  2.84  1.91

Atom charges from the Löwdin analysis, given in e for atoms 1 to 5: atom 1 (C): -0.083, atom 2 (C): -0.205, atom 3 (C): -0.105, atom 4 (C): -0.055, atom 5 (N): 0.023

***

No. 3
A cluster of 15 separate species, C5H38NO14 in total. Source: the OMol25 dataset; level of theory: ωB97M-V/def2-TZVPD.

Properties
- Maximum force: 2.44 eV/A
- LUMO level: -3.3 eV
- Multiplicity: 1
- Charge: +1
- HOMO energy: -13.0 eV
- Orbital gap: 9.74 eV

Element x y z (Å)
C  2.52  1.91  -1.01
C  2.37  0.47  -0.49
C  1.31  -0.40  -1.08
C  1.47  -1.18  -2.14
C  -0.71  0.58  -0.01
N  0.06  -0.42  -0.26
H  3.35  2.19  -1.67
H  1.61  2.36  -1.45
H  2.51  2.51  -0.08
H  3.31  -0.07  -0.62
H  2.23  0.51  0.58
H  2.42  -1.38  -2.60
H  0.77  -1.87  -2.63
H  -1.56  0.47  0.71
H  -0.61  1.57  -0.49
H  -0.11  -1.28  0.25
H  0.74  0.67  2.62
H  1.90  0.62  3.49
O  1.13  0.04  3.29
H  -0.79  -4.42  0.50
H  0.17  -3.67  -0.19
O  -0.77  -3.92  -0.33
H  -1.51  2.38  -3.33
H  -1.32  3.97  -3.43
O  -1.62  3.21  -2.90
H  -0.71  -1.58  4.00
H  -0.18  -0.45  4.92
O  -0.97  -0.93  4.65
H  -2.42  3.38  0.55
H  -2.23  2.95  -0.97
O  -1.93  3.52  -0.25
H  2.86  2.41  3.20
H  4.00  1.83  2.34
O  3.10  1.66  2.65
H  3.35  -1.25  2.43
H  1.88  -1.72  2.09
O  2.77  -2.02  2.24
H  -3.32  0.54  -4.03
H  -2.97  -0.24  -2.72
O  -2.61  0.11  -3.56
H  -3.96  -3.80  -0.30
H  -2.92  -4.23  -1.31
O  -3.58  -3.54  -1.15
H  -0.18  0.97  -4.74
H  -0.84  0.47  -3.38
O  -0.21  1.08  -3.79
H  -3.57  -1.09  -0.67
H  -2.39  -1.93  -1.39
O  -2.77  -1.07  -1.18
H  -2.85  0.82  3.00
H  -1.73  -0.29  2.96
O  -2.12  0.45  2.49
H  0.34  3.24  1.97
H  -0.21  3.31  0.46
O  0.47  2.98  1.06
H  2.49  -3.92  1.21
H  2.59  -3.05  -0.06
O  1.96  -3.45  0.55

Atom charges from the Löwdin analysis, given in e for atoms 1 to 5: atom 1 (C): -0.068, atom 2 (C): -0.197, atom 3 (C): -0.276, atom 4 (C): 0.102, atom 5 (C): 0.146